Record 1
DFT (ωB97M-V with the def2-TZVPD basis set) results for a cluster of 8 separate species, C70H158N4O6P2 in total in a non-equilibrium geometry.

Cartesian coordinates (Å):
C -15.855 -26.000 10.934
C -16.319 -25.189 12.134
C -15.702 -23.769 12.327
C -14.155 -23.840 12.286
P -13.278 -22.366 12.875
C -13.449 -22.278 14.682
C -13.245 -23.616 15.439
C -13.066 -23.309 16.941
C -14.318 -22.636 17.552
C -13.834 -20.858 12.106
C -13.695 -20.863 10.525
C -13.589 -19.438 10.028
C -13.550 -19.309 8.446
C -11.543 -22.563 12.487
C -10.739 -21.282 12.575
C -9.207 -21.544 12.714
C -8.867 -21.731 14.169
H -14.875 -26.253 11.153
H -15.960 -25.401 10.036
H -16.449 -26.893 10.828
H -16.130 -25.661 13.039
H -17.418 -25.056 12.230
H -16.048 -23.516 13.352
H -16.024 -22.994 11.598
H -13.789 -24.083 11.289
H -13.647 -24.697 12.842
H -14.461 -21.947 14.845
H -12.787 -21.500 15.094
H -12.367 -24.129 15.058
H -14.074 -24.289 15.195
H -12.202 -22.716 17.183
H -12.929 -24.263 17.342
H -14.251 -22.452 18.649
H -15.293 -23.116 17.308
H -14.325 -21.670 17.063
H -13.114 -20.097 12.514
H -14.831 -20.547 12.497
H -14.594 -21.307 10.152
H -12.811 -21.427 10.118
H -12.691 -18.937 10.426
H -14.328 -18.768 10.442
H -12.638 -19.721 8.071
H -13.667 -18.325 8.093
H -14.379 -19.940 7.964
H -11.409 -23.134 11.553
H -11.234 -23.403 13.134
H -11.019 -20.707 13.461
H -10.942 -20.712 11.680
H -8.456 -20.870 12.250
H -9.063 -22.541 12.235
H -8.847 -20.817 14.760
H -7.870 -22.187 14.240
H -9.607 -22.400 14.696
C -14.703 -29.054 14.302
C -13.870 -27.763 14.334
C -12.776 -27.690 15.387
C -11.482 -28.339 14.913
P -10.093 -28.134 16.088
C -10.265 -29.049 17.599
C -10.743 -30.515 17.561
C -10.948 -31.086 18.934
C -9.596 -31.094 19.681
C -8.661 -28.848 15.090
C -7.436 -29.243 15.901
C -6.367 -29.719 14.898
C -6.597 -31.019 14.223
C -9.835 -26.374 16.329
C -8.498 -25.794 16.845
C -8.766 -24.655 17.821
C -9.409 -25.145 19.219
H -15.429 -28.997 13.504
H -15.203 -29.185 15.258
H -13.990 -29.898 14.093
H -14.634 -26.955 14.515
H -13.466 -27.534 13.380
H -13.145 -28.154 16.337
H -12.664 -26.606 15.618
H -11.091 -27.713 14.116
H -11.595 -29.378 14.713
H -11.019 -28.493 18.136
H -9.360 -28.922 18.179
H -10.111 -31.177 16.973
H -11.725 -30.572 17.022
H -11.299 -32.096 18.757
H -11.678 -30.410 19.494
H -9.897 -31.371 20.706
H -9.241 -30.103 19.646
H -8.813 -31.779 19.301
H -8.387 -28.150 14.197
H -9.095 -29.743 14.627
H -7.709 -30.061 16.520
H -7.021 -28.398 16.552
H -5.397 -29.804 15.402
H -6.323 -28.921 14.163
H -6.726 -31.769 14.961
H -5.776 -31.302 13.601
H -7.512 -31.117 13.619
H -10.590 -26.151 17.100
H -10.221 -25.837 15.417
H -7.856 -25.422 16.009
H -7.850 -26.511 17.311
H -9.511 -23.971 17.378
H -7.938 -24.040 18.133
H -8.979 -24.755 20.140
H -9.393 -26.235 19.287
H -10.465 -24.799 19.258
C -6.845 -29.281 8.830
C -6.637 -28.484 7.517
C -7.308 -29.268 6.417
N -7.250 -28.793 5.016
C -8.213 -29.608 4.145
C -7.745 -30.970 4.090
C -6.370 -31.180 3.533
C -5.391 -30.333 4.399
C -5.854 -28.896 4.518
C -7.638 -27.286 4.925
H -6.523 -28.802 9.769
H -6.424 -30.279 8.931
H -7.902 -29.357 8.922
H -5.604 -28.161 7.350
H -7.136 -27.505 7.659
H -8.320 -29.281 6.700
H -7.017 -30.289 6.372
H -9.236 -29.394 4.521
H -8.097 -29.127 3.178
H -7.662 -31.411 5.112
H -8.537 -31.499 3.558
H -6.005 -32.239 3.545
H -6.318 -30.796 2.484
H -5.274 -30.808 5.394
H -4.416 -30.344 3.879
H -5.268 -28.365 5.297
H -5.803 -28.354 3.537
H -7.622 -26.920 3.861
H -6.859 -26.771 5.492
H -8.569 -27.105 5.481
C -13.625 -22.250 1.337
C -12.190 -22.450 1.809
C -11.714 -21.180 2.529
N -10.337 -21.140 3.059
C -10.188 -20.034 4.157
C -10.619 -18.688 3.614
C -9.671 -18.318 2.443
C -9.642 -19.370 1.355
C -9.258 -20.725 2.024
C -9.963 -22.500 3.556
H -14.115 -23.100 0.921
H -13.784 -21.483 0.627
H -14.190 -21.941 2.246
H -11.535 -22.551 0.922
H -12.101 -23.424 2.339
H -12.423 -21.122 3.365
H -11.876 -20.355 1.854
H -10.755 -20.367 5.069
H -9.167 -20.021 4.376
H -11.627 -18.771 3.383
H -10.554 -17.977 4.389
H -9.926 -17.367 1.952
H -8.680 -18.170 2.849
H -10.680 -19.440 0.908
H -8.940 -19.199 0.507
H -9.212 -21.518 1.266
H -8.403 -20.627 2.634
H -8.948 -22.550 3.969
H -9.993 -23.231 2.744
H -10.582 -22.816 4.388
C -2.234 -22.947 12.782
C -3.101 -24.047 13.555
N -2.872 -25.471 13.211
C -3.572 -26.244 14.265
C -3.385 -25.821 11.757
C -4.778 -25.634 11.530
C -1.413 -25.801 13.252
C -1.055 -27.256 13.583
O -1.742 -28.222 12.766
C -1.316 -29.499 13.097
H -2.251 -23.057 11.710
H -1.196 -23.001 13.101
H -2.618 -21.993 13.105
H -4.124 -23.842 13.387
H -3.062 -24.072 14.619
H -3.666 -27.202 13.791
H -4.474 -25.795 14.573
H -2.970 -26.239 15.167
H -3.029 -26.884 11.751
H -2.743 -25.217 11.173
H -5.017 -25.497 10.465
H -5.246 -24.837 12.073
H -5.375 -26.564 11.749
H -0.884 -25.210 14.057
H -0.954 -25.551 12.301
H -1.237 -27.508 14.648
H -0.029 -27.322 13.333
H -0.253 -29.647 13.121
H -1.676 -30.183 12.337
H -1.773 -29.802 14.097
C -11.302 -28.868 11.290
C -11.244 -30.073 10.331
N -12.527 -30.461 9.692
C -13.368 -29.278 9.558
C -12.187 -31.231 8.410
C -11.785 -30.263 7.278
C -13.268 -31.360 10.663
C -14.740 -31.388 10.457
O -15.030 -31.820 9.161
C -16.396 -31.819 8.738
H -11.995 -28.849 12.134
H -11.440 -27.914 10.749
H -10.306 -28.672 11.691
H -10.956 -30.937 10.866
H -10.464 -29.880 9.517
H -12.782 -28.447 9.131
H -13.731 -28.939 10.519
H -14.261 -29.534 8.962
H -13.195 -31.677 8.154
H -11.379 -31.945 8.687
H -11.337 -30.885 6.497
H -11.001 -29.564 7.614
H -12.591 -29.704 6.856
H -13.194 -30.881 11.670
H -12.771 -32.322 10.583
H -15.223 -30.406 10.496
H -15.031 -32.005 11.255
H -16.900 -32.458 9.509
H -16.548 -32.235 7.738
H -16.837 -30.811 8.865
C -9.555 -25.374 11.029
C -10.205 -25.798 12.293
O -11.446 -25.672 12.445
O -9.417 -26.142 13.197
H -10.072 -24.504 10.628
H -9.634 -26.146 10.251
H -8.543 -25.300 11.119
C -11.348 -25.639 7.921
C -10.333 -26.756 7.608
O -9.444 -26.455 6.803
O -10.396 -27.897 8.119
H -11.868 -25.808 8.898
H -12.057 -25.595 7.099
H -10.679 -24.732 8.077

Output
* charge: +4
* highest occupied orbital energy: -0.5431 Ha
* electronic energy: -4113.78905 hartree

Record 2
DFT (ωB97M-V with the def2-TZVPD basis set) results for a cluster of 2 separate species, C12H30BN4O3P in total in a non-equilibrium geometry.

Cartesian coordinates (Å):
N -0.515 -1.776 4.758
C -0.464 -1.755 3.243
O -1.306 -1.087 2.438
C 0.762 -2.578 2.519
C 0.241 -3.836 1.601
B 1.167 -5.200 1.717
C 2.631 -5.438 1.005
C 3.589 -3.948 1.220
C 3.633 -2.930 -0.185
O 4.886 -3.849 0.353
H -0.451 -2.789 5.078
H 0.418 -1.373 5.074
H 1.331 -1.811 1.806
H 1.549 -2.874 3.350
H 0.131 -3.505 0.463
H -0.862 -4.089 1.980
H 0.708 -6.088 2.377
H 3.298 -6.186 1.609
H 2.601 -5.619 -0.150
H 3.545 -3.389 2.342
H 3.625 -1.840 0.241
H 3.165 -3.306 -1.190
O 1.072 2.607 -1.331
P -0.376 3.080 -1.610
N -0.929 2.555 -0.080
C -0.789 1.173 0.357
C -0.474 3.435 1.007
N -0.674 1.968 -2.859
C -1.533 0.801 -2.786
C 0.445 1.679 -3.759
N -2.040 3.624 -1.930
C -2.030 5.011 -2.402
C -3.202 3.422 -1.070
H -1.223 1.033 1.352
H 0.258 0.851 0.394
H -1.343 0.491 -0.283
H -0.683 4.481 0.758
H 0.602 3.337 1.184
H -1.006 3.223 1.941
H -1.021 -0.051 -2.329
H -1.852 0.495 -3.789
H -2.456 0.990 -2.237
H 1.126 0.941 -3.319
H 1.015 2.590 -3.974
H 0.097 1.294 -4.723
H -1.807 5.702 -1.581
H -2.987 5.292 -2.854
H -1.264 5.145 -3.174
H -3.153 4.030 -0.160
H -3.335 2.374 -0.787
H -4.121 3.695 -1.603

Output
* charge: 0
* highest occupied orbital energy: -0.2912 Ha
* electronic energy: -1285.78947 hartree
* structure (SMILES): CN(C)P(=O)(N(C)C)N(C)C.NC(=O)CCBC[C@@H]1CO1

Record 3
DFT (ωB97M-V with the def2-TZVPD basis set) results for a cluster of 2 separate species, C2H2Cl2NOP in total in a non-equilibrium geometry.

Cartesian coordinates (Å):
C 1.200 1.445 1.333
C -0.255 0.383 0.158
N -0.040 1.188 1.204
O 2.055 0.770 0.520
P 1.218 -0.149 -0.598
Cl -1.849 0.185 -0.329
Cl -1.851 -2.711 -2.861
H 1.705 1.904 2.240
H -2.183 -3.015 -1.665

Output
* charge: 0
* highest occupied orbital energy: -0.3325 Ha
* electronic energy: -1469.13629 hartree
* relative energy (zero: lowest compared OMol25 entry of this formula, charge and spin): 34.8 kcal/mol
* structure (SMILES): Clc1ncop1.Cl